17
Properties=species:S:1:pos:R:3:forces:R:3:mulliken_charge:R:1 method="wB97M-V/def2-TZVPD" homo_energy_ev=-9.15 smiles=CNc1noc(O)c1C e_above_lowest_kj_mol=452.7 e_lumo_ev=0.71
C 1.21474 -0.10897 -2.75702 2.508 1.295 -2.327 -0.824
N 0.65073 -0.83433 -1.68295 3.911 -3.321 2.859 -0.361
C 0.32367 -0.09335 -0.55762 -0.064 -1.338 -0.761 0.652
N 0.24021 1.16480 -0.66031 0.180 1.552 0.792 -0.532
O -0.25009 1.51570 0.57611 -0.965 2.358 0.510 -0.279
C -0.59912 0.45030 1.32624 -0.405 3.905 -0.119 0.396
O -1.36778 0.88516 2.36396 1.243 -5.886 0.220 -0.489
C -0.13160 -0.61022 0.69495 -1.068 -2.982 0.037 0.122
C -0.29304 -2.06281 0.96412 0.248 -3.346 0.360 -1.085
H 2.29912 0.21212 -2.63793 -1.025 -0.173 0.574 0.259
H 1.33177 -0.80562 -3.59152 -0.556 0.230 -0.217 0.318
H 0.74469 0.83831 -3.07207 -0.480 -0.808 0.317 0.320
H 1.58932 -1.45869 -1.29608 -3.682 1.568 -1.425 0.341
H -1.50398 1.77781 2.34017 -0.251 3.767 -0.572 0.331
H -0.39813 -2.68007 -0.11379 0.055 1.628 3.083 0.276
H -1.14544 -2.42499 1.77722 2.010 1.289 -2.421 0.294
H 0.70114 -2.42877 1.45227 -1.660 0.263 -0.909 0.261